{
  "formula": "C4H6O2",
  "method": "ωB97M-V with the def2-TZVPD basis set",
  "elements": ["C", "C", "C", "C", "H", "H", "H", "H", "H", "H", "O", "O"],
  "xyz": [[-1.33127, -0.39836, -0.02004], [0.17892, 1.47360, 0.03371], [1.45765, 0.40627, 0.00306], [1.01325, -0.85314, -0.19659], [-1.90074, -0.32021, 0.80840], [-1.99361, -0.92514, -0.78092], [0.05804, 1.61163, 1.18522], [1.80349, 0.61946, 1.11742], [2.15058, 0.49970, -0.78668], [1.41234, -1.60543, -0.97717], [-1.03527, 0.86067, -0.28276], [-0.14491, -1.31694, 0.34687]],
  "atomic_forces_ev_per_a": [[-0.292, -2.642, -0.827], [0.480, -0.772, 2.816], [0.074, 1.854, 1.828], [-2.034, -4.287, -0.623], [-1.816, -0.892, 3.470], [1.443, 0.559, 0.239], [0.270, 0.635, -1.233], [-0.656, -0.214, -2.250], [1.408, 1.108, -0.482], [-0.354, 1.401, 1.193], [1.619, 1.285, -2.763], [-0.142, 1.965, -1.368]],
  "molar_mass_da": 86.09,
  "orbital_gap_ev": 6.7,
  "homo_ev": -7.454,
  "largest_force_ha_per_bohr": 0.093,
  "total_charge": 0,
  "total_energy_ha": -306.2495,
  "relative_energy_kj_mol": 674.10
}